(1)
{"formula": "C9H6Cl2O", "method": "wB97M-V/def2-TZVPD", "elements": ["O", "C", "Cl", "C", "C", "Cl", "C", "C", "C", "C", "C", "C", "H", "H", "H", "H", "H", "H"], "coordinates": [[1.1678, -1.2887, -1.1907], [2.1254, -0.9417, -0.5861], [3.5314, -2.1657, -0.1188], [2.5420, 0.1828, 0.1057], [1.5095, 1.0439, 0.1351], [1.6001, 2.5520, 0.9369], [0.1151, 0.7008, -0.0013], [-0.7395, 0.6305, -1.0780], [-2.0450, 0.1770, -1.0098], [-2.5835, -0.4518, 0.0722], [-1.7452, -0.4098, 1.1667], [-0.5585, 0.2303, 1.2543], [3.6290, 0.3356, 0.2430], [-0.3248, 0.9885, -2.0562], [-2.5940, 0.1481, -1.9951], [-3.5299, -0.9827, -0.1034], [-2.1377, -0.8447, 2.1300], [0.0376, 0.0956, 2.0954]], "nbo_charge": [-0.473, 0.625, -0.230, -0.403, 0.101, 0.070, -0.110, -0.162, -0.197, -0.210, -0.209, -0.181, 0.285, 0.218, 0.215, 0.234, 0.216, 0.212], "gap_ha": 0.3212, "energy_ha": -1342.10709, "max_force_ev_per_a": 5.06, "smiles": "O=C(Cl)/C=C(/Cl)c1ccccc1", "lumo_ev": -0.719}


(2)
{"formula": "C5H13NOS", "method": "wB97M-V/def2-TZVPD", "elements": ["C", "C", "C", "C", "C", "N", "O", "S", "H", "H", "H", "H", "H", "H", "H", "H", "H", "H", "H", "H", "H"], "coordinates": [[-0.9471, -1.1452, 1.5539], [-2.0961, -1.8299, -0.5975], [0.4176, -2.4034, -0.1608], [1.2394, 2.8297, 0.6970], [-0.9079, -1.7808, 0.3243], [0.0481, 1.0399, -1.0402], [2.2921, 2.4170, -1.6106], [0.6689, 2.4664, -1.0540], [-0.2014, -1.0159, 2.1933], [2.3548, 2.1422, -2.5804], [-1.9843, -0.8462, 1.8085], [-3.0449, -1.6385, -0.0215], [-2.2604, -2.7012, -1.2048], [-1.8654, -1.0894, -1.3454], [0.5120, -2.4105, -1.1802], [1.3570, -1.8590, 0.3393], [0.5931, -3.3933, 0.2834], [0.6446, 2.3183, 1.4516], [1.0283, 3.8778, 0.8844], [2.3909, 2.8142, 0.7404], [0.2372, 0.4694, -0.2513]], "nbo_charge": [-0.451, -0.664, -0.650, -0.820, 0.065, -1.114, -0.940, 1.282, 0.188, 0.496, 0.189, 0.217, 0.217, 0.244, 0.213, 0.206, 0.226, 0.242, 0.227, 0.261, 0.367], "gap_ha": 0.3555, "energy_ha": -726.36408, "max_force_ev_per_a": 7.53, "lumo_ev": 0.762}


(3)
{"formula": "CH7N4", "method": "wB97M-V/def2-TZVPD", "elements": ["C", "N", "N", "N", "N", "H", "H", "H", "H", "H", "H", "H"], "coordinates": [[-0.2101, -0.9560, -0.5888], [-0.6645, -0.4613, 0.4955], [0.1230, -2.2454, -0.7284], [0.7934, 1.4722, 0.6825], [-0.5161, 0.9696, 0.6152], [0.1422, -0.4061, -1.4610], [0.6511, -2.4730, -1.4769], [0.1903, -2.8259, 0.1357], [0.7458, 2.2653, 1.3167], [1.2769, 1.6414, -0.2278], [-1.4226, 1.8457, -0.1854], [-1.1095, 1.1736, 1.4226]], "nbo_charge": [0.314, -0.349, -0.716, -0.619, -0.231, 0.180, 0.407, 0.428, 0.397, 0.406, 0.333, 0.451], "gap_ha": 0.3439, "energy_ha": -260.92390, "max_force_ev_per_a": 4.99, "total_charge": 1, "lumo_ev": -5.126}


(4)
{"formula": "C5H28NO11", "method": "wB97M-V/def2-TZVPD", "elements": ["O", "C", "C", "N", "C", "C", "C", "O", "H", "H", "H", "H", "H", "H", "H", "H", "H", "H", "H", "H", "O", "H", "H", "O", "H", "H", "O", "H", "H", "O", "H", "H", "O", "H", "H", "O", "H", "H", "O", "H", "H", "O", "H", "H", "O"], "coordinates": [[0.4453, -1.4324, -0.1218], [-0.1091, -1.9827, -1.2172], [-0.2381, -0.8357, -2.1912], [-0.3441, 0.5474, -1.6748], [0.1561, 1.5655, -2.7314], [0.9283, 0.6719, -3.6936], [0.8850, -0.7637, -3.2475], [-0.4429, -3.1265, -1.3603], [0.6107, -2.0014, 0.6459], [-1.1529, -1.0638, -2.6993], [-1.2907, 0.6494, -1.3739], [0.2402, 0.6975, -0.8031], [-0.6258, 2.1866, -3.1183], [0.7335, 2.1986, -2.0764], [0.5291, 0.9664, -4.6488], [1.9311, 1.1025, -3.7621], [1.8431, -0.9173, -2.7127], [0.8483, -1.4261, -4.0832], [-2.5729, -1.5831, -0.8660], [-3.4986, -1.0938, -1.9380], [-2.9599, -0.7625, -1.2165], [2.6791, -2.8137, 3.3052], [3.1288, -2.1864, 2.0131], [2.5291, -2.0197, 2.7488], [2.2626, 1.1793, -0.1222], [1.2408, 2.5079, 0.4566], [1.5314, 1.8452, -0.1951], [3.2977, 0.6004, 2.8297], [2.8030, 1.8559, 3.4845], [2.9200, 1.4609, 2.6139], [-3.5009, 3.1507, -1.7133], [-2.0968, 3.4026, -1.6070], [-2.6865, 2.6252, -1.7784], [-0.6283, 2.4983, 2.7958], [0.2609, 1.4752, 2.1002], [0.0840, 2.3889, 2.1533], [-0.7407, -4.3687, 1.7876], [-1.9072, -3.5783, 1.2537], [-1.0374, -3.4368, 1.5981], [1.1698, -0.5537, 3.4829], [-0.1871, -0.9559, 3.4140], [0.3273, -0.1784, 3.1771], [-2.7013, 1.1288, 4.0872], [-1.8680, 0.0833, 3.4004], [-2.7959, 0.2926, 3.6041]], "nbo_charge": [-0.720, 0.792, -0.165, -0.547, -0.215, -0.443, -0.401, -0.543, 0.538, 0.245, 0.472, 0.484, 0.235, 0.252, 0.235, 0.237, 0.213, 0.256, 0.471, 0.485, -0.943, 0.490, 0.484, -0.969, 0.522, 0.551, -1.031, 0.467, 0.481, -0.946, 0.486, 0.468, -0.949, 0.480, 0.495, -0.975, 0.485, 0.479, -0.960, 0.498, 0.475, -0.971, 0.467, 0.462, -0.929], "gap_ha": 0.4058, "energy_ha": -1089.47882, "max_force_ev_per_a": 2.71, "total_charge": 1, "lumo_ev": -2.628}


(5)
{"formula": "C4H16Br2CdN8O4", "method": "wB97M-V/def2-TZVPD", "elements": ["Cd", "Br", "Br", "C", "O", "N", "N", "H", "H", "H", "H", "C", "O", "N", "N", "H", "H", "H", "H", "C", "O", "N", "N", "H", "H", "H", "H", "C", "O", "N", "N", "H", "H", "H", "H"], "coordinates": [[-33.5329, 20.2900, 1.6298], [-33.3597, 17.7554, 2.4517], [-33.3766, 20.1237, -0.9264], [-30.3285, 20.6694, 1.4388], [-31.4631, 20.4710, 1.8720], [-29.2068, 20.4181, 2.1841], [-30.0622, 20.9722, 0.1610], [-28.3343, 20.2502, 1.7256], [-29.3482, 20.1065, 3.1289], [-30.8441, 21.2437, -0.4211], [-29.1209, 21.0275, -0.1698], [-36.6940, 20.3346, 1.1964], [-35.6455, 20.4551, 1.8561], [-37.7357, 21.1969, 1.2419], [-36.9164, 19.2217, 0.4875], [-38.6428, 21.0738, 0.8411], [-37.5564, 21.9872, 1.8325], [-36.3123, 18.4168, 0.5167], [-37.7561, 19.1923, -0.0608], [-34.0133, 23.5085, 2.3286], [-33.6183, 22.4106, 1.9554], [-35.2543, 23.6382, 2.9307], [-33.3420, 24.6448, 2.2226], [-35.4382, 24.4960, 3.4169], [-35.9156, 22.8901, 2.9285], [-33.6162, 25.4942, 2.6839], [-32.4525, 24.7634, 1.7708], [-34.5392, 20.4718, 5.0537], [-33.9178, 20.4601, 3.9992], [-34.9041, 21.6205, 5.6724], [-35.1989, 19.3675, 5.5179], [-34.7558, 22.4819, 5.1772], [-35.4690, 21.5629, 6.4966], [-35.8101, 19.3468, 6.3068], [-34.8109, 18.5333, 5.0882]], "nbo_charge": [1.663, -0.878, -0.864, 0.807, -0.745, -0.840, -0.824, 0.386, 0.412, 0.440, 0.385, 0.807, -0.761, -0.830, -0.800, 0.404, 0.390, 0.444, 0.379, 0.804, -0.706, -0.861, -0.816, 0.381, 0.416, 0.387, 0.418, 0.792, -0.693, -0.851, -0.854, 0.405, 0.382, 0.386, 0.439], "gap_ha": 0.2628, "energy_ha": -6217.02992, "max_force_ev_per_a": 3.04, "lumo_ev": 0.088}